{"formula": "H5NO2", "method": "the ωB97M-V functional and the def2-TZVPD basis", "species": ["N", "O", "H", "H", "H", "O", "H", "H"], "xyz": [[1.0325, -1.2464, -0.5655], [-0.2297, -0.8981, 0.1850], [1.7276, -0.9204, 0.0809], [0.9417, -2.2918, -0.5251], [-0.9612, -1.2771, -0.3740], [-0.7982, 2.0636, 0.3233], [-0.1994, 2.7626, 0.3177], [-0.5127, 1.1279, 0.3927]], "e_above_lowest_kj_mol": 38.7, "smiles": "NO.O", "homo_lumo_gap_ev": 10.8, "homo_ev": -10.05}


{"formula": "C4H8O2", "method": "the ωB97M-V functional and the def2-TZVPD basis", "species": ["C", "C", "C", "O", "C", "O", "H", "H", "H", "H", "H", "H", "H", "H"], "xyz": [[1.7247, 0.4077, -1.5894], [1.0705, 0.4816, -0.2392], [-1.9362, 0.2901, 0.4863], [-1.3955, -0.9180, 0.9920], [-0.0567, -0.8488, 1.2953], [0.7183, -0.7409, 0.0859], [1.2591, 1.1615, -2.2357], [2.7645, 0.7333, -1.4592], [1.6973, -0.5794, -2.0680], [-1.4207, 0.6175, -0.4244], [-1.8645, 1.1013, 1.2231], [-2.9809, 0.0779, 0.2571], [0.1972, 0.0152, 1.9236], [0.2231, -1.7989, 1.7527]], "e_above_lowest_kj_mol": 364.8, "homo_lumo_gap_ev": 9.6, "homo_ev": -8.53}


{"formula": "C40H43ClO6PS", "method": "the ωB97M-V functional and the def2-TZVPD basis", "species": ["C", "O", "C", "C", "C", "C", "C", "C", "C", "C", "C", "C", "C", "S", "P", "O", "Cl", "H", "H", "H", "H", "H", "H", "H", "H", "H", "H", "H", "H", "H", "H", "H", "H", "H", "H", "H", "H", "H", "H", "H", "H", "H", "H", "H", "C", "C", "C", "C", "C", "C", "C", "O", "C", "C", "C", "C", "C", "C", "C", "O", "H", "H", "H", "H", "H", "H", "H", "H", "C", "C", "C", "C", "C", "C", "C", "O", "C", "C", "C", "C", "C", "C", "C", "O", "H", "H", "H", "H", "H", "H", "H", "H"], "xyz": [[1.2918, -6.4940, -0.9858], [1.3111, -5.0945, -1.1321], [1.0256, -4.6829, -2.4546], [0.9373, -3.1699, -2.4736], [-0.2604, -2.6044, -1.7168], [-1.6155, -3.1303, -2.1942], [-2.7889, -2.2056, -1.8283], [-3.9703, -2.9388, -1.2015], [-5.1813, -2.0301, -1.0056], [-6.2598, -2.6153, -0.0936], [-6.6764, -4.0361, -0.4784], [-7.9941, -4.4817, 0.1511], [-9.2188, -3.6122, -0.1653], [-9.1581, -2.8874, -1.8614], [-11.1653, -3.6255, -2.7215], [-10.5905, -4.8058, -3.6127], [-11.3407, -2.0733, -4.0097], [1.6744, -6.7264, 0.0057], [0.2737, -6.8905, -1.0824], [1.9280, -6.9836, -1.7322], [1.8109, -5.0335, -3.1370], [0.0813, -5.1394, -2.7860], [1.8540, -2.7805, -2.0241], [0.9268, -2.8229, -3.5108], [-0.2405, -1.5155, -1.8155], [-0.1414, -2.8225, -0.6521], [-1.7974, -4.1198, -1.7634], [-1.5815, -3.2791, -3.2782], [-3.1400, -1.6725, -2.7174], [-2.4421, -1.4364, -1.1320], [-3.6672, -3.3571, -0.2343], [-4.2351, -3.7939, -1.8325], [-5.6167, -1.7864, -1.9820], [-4.8399, -1.0816, -0.5812], [-5.9109, -2.6130, 0.9433], [-7.1329, -1.9486, -0.1036], [-6.7244, -4.1358, -1.5685], [-5.9078, -4.7418, -0.1611], [-8.2132, -5.5154, -0.1186], [-7.8959, -4.4573, 1.2393], [-10.1447, -4.1870, -0.1233], [-9.3276, -2.7653, 0.5072], [-9.5589, -1.6359, -1.5784], [-10.1345, -4.6035, -4.4418], [1.8983, 4.1236, -2.1422], [2.9435, 4.8753, -1.6175], [4.1586, 4.2720, -1.3424], [4.3293, 2.9113, -1.5688], [3.2811, 2.1586, -2.1008], [2.0676, 2.7719, -2.3897], [3.4350, 0.7003, -2.3644], [2.5327, 0.0443, -2.8413], [4.7419, 0.0705, -2.0171], [4.9089, -1.2925, -2.2329], [6.1100, -1.9019, -1.9128], [7.1521, -1.1532, -1.3768], [6.9915, 0.2045, -1.1587], [5.7870, 0.8210, -1.4770], [5.6339, 2.2806, -1.2179], [6.5302, 2.9284, -0.7183], [0.9496, 4.5971, -2.3587], [2.8078, 5.9288, -1.4139], [4.9894, 4.8409, -0.9471], [1.2699, 2.1702, -2.8036], [4.0861, -1.8556, -2.6525], [6.2375, -2.9634, -2.0801], [8.0905, -1.6317, -1.1294], [7.7884, 0.8062, -0.7434], [6.2039, 3.1762, 3.8801], [5.8683, 3.4928, 2.5676], [4.7275, 4.2326, 2.3078], [3.9166, 4.6607, 3.3513], [4.2532, 4.3403, 4.6673], [5.4001, 3.5978, 4.9263], [3.4011, 4.7764, 5.8095], [3.6913, 4.5065, 6.9545], [2.1704, 5.5598, 5.4895], [1.3475, 5.9684, 6.5326], [0.2048, 6.7026, 6.2653], [-0.1216, 7.0342, 4.9546], [0.6937, 6.6292, 3.9120], [1.8416, 5.8898, 4.1742], [2.7023, 5.4638, 3.0325], [2.4228, 5.7606, 1.8893], [7.0964, 2.5997, 4.0857], [6.4888, 3.1658, 1.7436], [4.4458, 4.4895, 1.2973], [5.6429, 3.3636, 5.9539], [1.6242, 5.7031, 7.5439], [-0.4335, 7.0215, 7.0790], [-1.0129, 7.6127, 4.7493], [0.4617, 6.8777, 2.8853]], "e_above_lowest_kj_mol": 0.0, "charge": 1, "homo_lumo_gap_ev": 6.4, "homo_ev": -10.63}


{"formula": "C4H5ClIN2", "method": "the ωB97M-V functional and the def2-TZVPD basis", "species": ["C", "C", "C", "C", "N", "N", "Cl", "I", "H", "H", "H", "H", "H"], "xyz": [[-1.1771, 0.8304, 0.2021], [-1.4592, -0.4827, 0.3301], [0.8242, -1.0222, 0.0882], [0.1332, 1.3132, -0.4377], [1.1663, 0.3699, -0.0325], [-0.4315, -1.4256, 0.1562], [2.1252, -2.0878, 0.0235], [3.1407, 0.8705, 0.1275], [-1.9595, 1.5646, 0.4965], [-2.3261, -0.9554, 0.7316], [-0.0924, 1.1554, -1.5370], [0.5670, 2.3797, -0.1223], [-0.5109, -2.5100, -0.0262]], "e_above_lowest_kj_mol": 15.3, "charge": 1, "homo_lumo_gap_ev": [6.5, 6.4], "s_squared": 2.01, "multiplicity": 3, "homo_ev": [-10.95, -13.69]}


{"formula": "C7H17N", "method": "the ωB97M-V functional and the def2-TZVPD basis", "species": ["C", "C", "C", "C", "C", "C", "C", "N", "H", "H", "H", "H", "H", "H", "H", "H", "H", "H", "H", "H", "H", "H", "H", "H", "H"], "xyz": [[-0.1740, 0.5859, 0.5752], [0.1976, 0.1202, -0.6965], [2.0268, 0.1609, 0.3686], [-3.0758, -0.1964, -0.1649], [-0.4915, -0.3133, 1.7338], [0.5102, 0.9866, -1.8828], [2.5358, -1.2623, 0.3019], [-1.9044, 0.5807, -0.4942], [-2.1483, 1.4606, -0.9424], [-0.0540, 1.6442, 0.7809], [0.1021, -0.9439, -0.8750], [2.5474, 0.8453, -0.2968], [2.0915, 0.5705, 1.3755], [-2.7713, -1.1835, 0.2023], [-3.6935, 0.2507, 0.6361], [-3.7336, -0.3783, -1.0295], [-1.4118, 0.0200, 2.2113], [0.2983, -0.2912, 2.4875], [-0.6352, -1.3439, 1.4126], [-0.2465, 0.8418, -2.6510], [1.4794, 0.7245, -2.3133], [0.5327, 2.0416, -1.6060], [2.5312, -1.6470, -0.7203], [1.9235, -1.9309, 0.9124], [3.5635, -1.3430, 0.6746]], "e_above_lowest_kj_mol": 516.5, "homo_lumo_gap_ev": 8.3, "homo_ev": -7.17}


{"formula": "C5H8O2", "method": "the ωB97M-V functional and the def2-TZVPD basis", "species": ["C", "C", "C", "C", "O", "C", "H", "H", "H", "H", "H", "H", "O", "H", "H"], "xyz": [[1.4760, 0.9577, -0.4834], [0.2973, 0.3425, -0.2528], [-1.0189, 0.7732, 0.4096], [-1.6498, -0.4849, -0.1953], [-1.4553, -0.4045, -1.6042], [-0.3858, -0.9068, -0.7995], [2.1439, 0.5486, -1.2385], [1.5724, 2.0197, -0.2703], [-0.9785, 0.7922, 1.4993], [-1.4296, 1.7116, 0.0307], [-2.4785, -1.0788, 0.1676], [-0.0026, -1.8900, -1.0602], [1.0942, -0.7028, 1.5783], [1.6783, -0.0610, 0.9778], [1.1369, -1.6167, 1.2410]], "e_above_lowest_kj_mol": 403.8, "smiles": "C=C1C[C@H]2O[C@@H]12.O", "homo_lumo_gap_ev": 10.1, "homo_ev": -9.24}